Computed, not measured: C22H25CrN6O7STe as an isolated structure at a distorted geometry, with ωB97M-V/def2-TZVPD.

Spin multiplicity: 2
Frontier orbital gap (spin up / spin down): 0.2049 / 0.2080 Ha
E: -3419.14036 hartree
⟨S²⟩: 0.76
ΔE to the lowest compared entry with this formula, charge and spin: 193.0 kJ/mol
HOMO (spin up / spin down): -6.81 / -6.81 eV
Net charge: 0

```
63
Properties=species:S:1:pos:R:3:forces:R:3:nbo_charge:R:1
Cr -0.6709 1.7916 0.2684 -1.239 -2.474 2.171 1.130
N 3.4858 1.5654 0.0654 -0.760 -0.182 -0.073 -0.322
C 2.3323 0.8937 -0.0891 0.081 -0.027 -0.114 0.243
N 1.3300 1.7261 0.1070 0.836 0.265 -0.011 -0.454
C 1.9294 2.9285 0.3838 1.004 -1.321 -0.318 0.282
N 3.2434 2.8454 0.3648 -0.068 1.016 0.293 -0.234
C 1.0556 4.0331 0.6597 -0.705 0.614 0.282 0.102
C 1.4546 5.3317 0.9663 0.142 -0.559 -0.209 0.044
N 0.5859 6.2857 1.2377 -0.495 0.030 0.104 -0.343
C -0.6965 5.9208 1.2577 0.385 0.284 0.008 0.018
C -1.1212 4.6331 0.9791 -0.088 -0.156 -0.099 0.055
N -0.2576 3.6733 0.6327 1.245 2.053 0.607 -0.385
H 4.4352 1.2244 0.0290 -0.168 0.021 -0.049 0.434
H 2.2445 -0.1469 -0.3350 -0.004 -0.143 0.014 0.259
H 2.5022 5.5903 0.9788 0.162 -0.049 -0.021 0.218
H -1.4092 6.6958 1.4968 -0.150 -0.049 0.026 0.219
H -2.1679 4.3760 1.0190 0.069 0.155 0.143 0.256
O -1.3461 -1.5302 1.9357 0.889 -0.497 0.275 -0.756
C -1.7698 -0.3684 1.3690 -2.128 -0.218 -0.251 0.571
O -1.1090 -0.1258 0.2327 0.196 1.492 -1.413 -0.774
H -2.8683 -0.4329 1.2232 0.282 -0.014 0.163 0.145
C -4.4918 1.9129 -1.3727 0.605 0.445 0.434 -0.876
S -3.3656 3.0698 -0.5456 -1.124 0.217 -1.433 2.405
O -4.1649 4.0292 0.1703 -0.058 -0.066 0.238 -0.967
O -2.4552 3.6333 -1.5259 -0.436 0.179 -0.099 -1.003
O -2.6133 2.1680 0.3726 0.544 -0.064 0.294 -0.945
H -4.5459 2.1351 -2.4296 0.012 0.142 -0.140 0.240
H -5.4608 1.9957 -0.9009 -0.154 -0.006 0.080 0.250
H -4.0611 0.9362 -1.1971 -0.073 -0.266 -0.113 0.236
O -0.3226 1.1812 2.1496 0.605 1.292 -1.526 -0.471
O -1.6321 0.6993 2.2914 -0.996 0.260 0.624 -0.297
C -0.4445 1.5800 -4.5521 -0.082 -0.097 0.326 -0.135
C -1.1693 0.6720 -3.7980 0.051 0.273 -0.205 -0.239
C -1.2374 0.8421 -2.4281 -0.109 -0.321 -0.015 0.073
N -0.6313 1.8367 -1.7761 0.371 -0.774 -0.945 -0.439
C 0.0585 2.7139 -2.5102 0.086 0.181 -0.017 0.103
C 0.1767 2.6243 -3.8840 -0.013 0.055 -0.023 -0.253
H -0.3634 1.4715 -5.6235 0.011 0.037 -0.065 0.225
H -1.6804 -0.1544 -4.2636 -0.058 -0.122 0.016 0.230
H -1.7672 0.1362 -1.8083 -0.013 -0.066 0.131 0.249
H 0.5257 3.5327 -1.9783 -0.023 -0.014 0.014 0.198
H 0.7403 3.3663 -4.4294 0.052 0.068 0.068 0.229
C 1.9703 -7.4253 0.5448 0.031 0.028 0.045 -0.628
C 1.6157 -6.0138 0.8936 -0.029 0.125 0.041 0.007
C 0.7045 -5.2989 0.1349 0.139 -0.009 0.144 -0.261
C 0.4016 -3.9741 0.4197 -0.032 0.259 0.020 0.092
C -0.5595 -3.2398 -0.4600 -0.088 0.003 -0.015 -0.663
C 1.0007 -3.3447 1.5159 -0.064 0.387 0.094 -0.334
Te 0.6240 -1.2549 1.9994 1.328 -2.064 0.625 0.813
C 1.9225 -4.0582 2.2892 -0.115 0.020 -0.044 -0.020
C 2.6018 -3.4149 3.4565 -0.088 -0.071 0.067 -0.636
C 2.2167 -5.3747 1.9706 -0.076 -0.038 -0.110 -0.245
H 1.3716 -7.7759 -0.2907 -0.026 -0.110 -0.077 0.211
H 1.8086 -8.0857 1.3937 -0.004 -0.132 0.054 0.217
H 3.0219 -7.4866 0.2696 0.088 -0.114 -0.051 0.215
H 0.2236 -5.7753 -0.7082 -0.047 -0.058 -0.121 0.197
H -0.7832 -3.8059 -1.3611 0.030 -0.058 -0.099 0.200
H -0.1589 -2.2610 -0.7282 -0.087 0.027 -0.033 0.224
H -1.4861 -3.0604 0.0800 -0.099 0.096 -0.058 0.240
H 1.8580 -3.0317 4.1519 0.003 0.080 0.128 0.236
H 3.2029 -2.5703 3.1265 0.197 0.113 0.103 0.203
H 3.2371 -4.1288 3.9725 0.147 0.002 0.062 0.211
H 2.9271 -5.9137 2.5832 0.106 -0.080 0.048 0.199
```
Positions in Å, forces in eV/Å.